# 1
{
  "formula": "C17H12CeNO5S",
  "method": "wB97M-V/def2-TZVPD",
  "s_squared": 0.7642,
  "homo_lumo_gap_ha": [0.230, 0.231],
  "charge": 2,
  "spin_multiplicity": 2,
  "symbols": ["O", "C", "Ce", "O", "C", "C", "O", "C", "O", "C", "O", "H", "N", "S", "C", "C", "C", "C", "C", "C", "C", "C", "C", "C", "C", "C", "H", "H", "H", "H", "H", "H", "H", "H", "H", "H", "H"],
  "positions_angstrom": [[0.311791, 3.613992, -5.388028], [-0.151335, 2.570869, -5.332091], [-0.122596, -1.088865, -1.924972], [-0.055059, 2.574701, -1.331435], [-0.090182, 1.415155, -1.463851], [-0.163341, -1.393628, -4.061835], [0.235187, -2.543297, -3.845934], [1.615383, 0.622913, -2.551689], [2.445580, 1.421305, -2.735274], [-1.881673, 0.443343, -2.873730], [-2.726166, 1.193623, -3.141932], [-0.384756, -0.633389, -4.860702], [-0.188756, -2.382259, -0.184351], [-0.337531, -2.095439, 1.460226], [1.205230, -1.236337, 1.816130], [2.211747, -1.975376, 2.462594], [3.446312, -1.378726, 2.729119], [3.682231, -0.055895, 2.327905], [2.696512, 0.656630, 1.637844], [1.460979, 0.056431, 1.366636], [-1.509835, -0.736185, 1.453387], [-2.481696, -0.656085, 0.450956], [-3.316092, 0.465560, 0.382998], [-3.225112, 1.464660, 1.352661], [-2.283358, 1.357885, 2.384651], [-1.435606, 0.250921, 2.445484], [0.097541, -3.363006, -0.309136], [1.987140, -3.003575, 2.751378], [4.213296, -1.945138, 3.263463], [4.635832, 0.419665, 2.561492], [2.871947, 1.688398, 1.321785], [0.687414, 0.594566, 0.806774], [-2.592182, -1.482350, -0.261034], [-4.050590, 0.547972, -0.420433], [-3.896400, 2.326982, 1.321176], [-2.212163, 2.133027, 3.150020], [-0.699676, 0.150966, 3.239733]],
  "forces_ev_per_angstrom": [[-1.11, -2.42, 0.06], [1.12, 2.36, 0.01], [0.09, 0.15, 1.91], [-0.33, -5.05, -0.65], [-0.31, 6.62, 2.00], [-1.35, 0.65, -1.29], [0.10, 1.20, -0.86], [5.90, 3.87, -1.96], [-3.76, -3.60, 0.82], [-4.62, 3.23, -1.68], [3.45, -3.01, 0.96], [0.83, -1.98, -1.06], [-0.16, -2.14, 2.25], [0.75, 0.26, -0.80], [0.63, -0.25, 0.31], [-0.65, 0.11, -0.03], [-0.09, 0.18, -0.13], [-0.15, -0.30, 0.13], [-0.29, -0.15, -0.14], [0.10, 0.25, -0.22], [-0.27, 0.64, 0.05], [0.33, -0.01, -0.40], [-0.02, -0.05, 0.11], [0.16, 0.06, 0.11], [-0.18, -0.25, -0.10], [0.08, -0.24, -0.17], [-0.35, 0.15, 0.25], [0.25, 0.26, 0.11], [-0.26, 0.23, -0.24], [-0.29, -0.15, -0.09], [0.00, -0.38, 0.10], [0.29, 0.01, 0.44], [-0.10, 0.25, 0.23], [0.14, -0.09, 0.31], [0.27, -0.31, -0.05], [-0.04, -0.27, -0.24], [-0.15, 0.17, -0.09]]
}



# 2
{
  "formula": "C17H12Cl2MgN4O5S3",
  "method": "wB97M-V/def2-TZVPD",
  "homo_lumo_gap_ha": 0.187,
  "charge": 0,
  "symbols": ["Mg", "Cl", "C", "Cl", "H", "H", "O", "S", "O", "O", "C", "N", "C", "C", "C", "N", "C", "C", "C", "N", "C", "C", "H", "H", "H", "H", "H", "H", "O", "S", "O", "N", "C", "S", "C", "C", "C", "C", "C", "C", "H", "H", "H", "H"],
  "positions_angstrom": [[-0.072284, -2.539304, 0.482884], [1.627361, -4.441562, -0.679309], [2.476619, -4.290227, 0.864433], [1.311897, -3.857094, 2.175141], [3.202993, -3.490857, 0.798530], [2.911320, -5.246226, 1.124266], [1.687714, 5.204276, 2.813235], [2.912984, 5.651518, 2.174217], [2.977348, 7.058442, 1.865355], [4.125791, 5.069521, 2.716717], [2.798373, 4.832271, 0.561190], [2.892244, 5.533098, -0.571905], [2.763589, 4.856387, -1.706455], [2.535396, 3.490683, -1.756743], [2.482946, 2.856705, -0.526605], [2.623394, 3.506224, 0.611035], [2.228253, 1.394019, -0.353792], [2.003125, 0.523615, -1.415009], [1.690789, -0.791318, -1.154786], [1.616447, -1.301516, 0.087217], [1.878205, -0.454546, 1.106431], [2.182644, 0.873656, 0.936402], [2.845155, 5.432769, -2.623006], [2.411352, 2.980305, -2.700678], [2.047059, 0.857925, -2.441182], [1.481771, -1.477625, -1.968586], [1.829285, -0.877409, 2.103676], [2.364840, 1.531898, 1.776063], [-1.465763, -3.735931, -0.510689], [-2.059915, -2.609725, -1.298076], [-1.801593, -2.628443, -2.696711], [-1.459749, -1.355553, -0.466986], [-2.277349, -1.196341, 0.618907], [-1.650881, -1.080497, 2.147296], [-3.699828, -1.515822, 0.270993], [-4.871308, -1.146444, 0.894008], [-6.065780, -1.633590, 0.368595], [-6.078668, -2.488345, -0.728214], [-4.895800, -2.886291, -1.346652], [-3.730615, -2.372084, -0.823409], [-4.856790, -0.489430, 1.753387], [-7.002832, -1.340312, 0.822009], [-7.024553, -2.850079, -1.108341], [-4.895182, -3.556752, -2.194847]],
  "forces_ev_per_angstrom": [[0.53, 0.15, 0.40], [0.09, -0.09, 0.13], [-0.12, -0.01, 0.01], [0.12, -0.15, -0.13], [-0.01, 0.05, 0.00], [0.01, -0.01, 0.03], [0.00, 0.00, -0.03], [-0.06, 0.11, 0.21], [0.00, 0.01, 0.02], [0.06, -0.05, -0.02], [0.06, -0.28, -0.38], [-0.05, -0.10, 0.10], [0.03, 0.08, 0.00], [0.02, 0.05, -0.04], [-0.07, -0.40, 0.04], [0.00, 0.44, 0.15], [0.06, 0.26, -0.12], [0.02, -0.07, -0.05], [0.07, -0.20, 0.02], [-0.24, 0.34, 0.15], [0.07, -0.17, 0.00], [0.04, -0.04, 0.06], [-0.01, 0.01, 0.02], [0.01, 0.00, 0.00], [-0.02, 0.01, 0.00], [-0.04, 0.01, 0.01], [-0.06, 0.01, 0.00], [0.00, -0.01, -0.01], [-0.05, 0.10, -0.38], [-0.10, -0.17, -0.03], [-0.10, 0.02, -0.01], [-0.32, 0.19, 0.14], [-0.12, -0.23, -0.47], [0.05, 0.10, -0.03], [0.33, 0.07, 0.13], [-0.15, -0.02, 0.07], [0.07, 0.03, 0.02], [-0.02, -0.03, -0.04], [-0.03, 0.05, 0.09], [-0.09, -0.07, -0.06], [-0.01, 0.00, -0.01], [0.00, 0.00, 0.00], [0.01, 0.00, 0.00], [0.01, 0.01, 0.00]]
}



# 3
{
  "formula": "C17H12F2N2O5S",
  "method": "wB97M-V/def2-TZVPD",
  "smiles": "O=C(O)c1cccnc1S[C@H]1CC(=O)N(c2ccc(OC(F)F)cc2)C1=O",
  "homo_lumo_gap_ha": 0.324,
  "charge": 0,
  "symbols": ["O", "C", "O", "C", "C", "C", "C", "N", "C", "S", "C", "C", "C", "O", "N", "C", "C", "C", "C", "O", "C", "F", "F", "C", "C", "C", "O", "H", "H", "H", "H", "H", "H", "H", "H", "H", "H", "H", "H"],
  "positions_angstrom": [[-4.956493, 4.532762, 0.298360], [-4.419265, 3.454194, 0.265042], [-4.038570, 2.875406, -0.881604], [-4.121295, 2.637240, 1.456223], [-4.571532, 3.092661, 2.693978], [-4.320334, 2.353256, 3.834954], [-3.626565, 1.160820, 3.688206], [-3.185763, 0.720465, 2.526697], [-3.403445, 1.428523, 1.428986], [-2.757118, 0.788554, -0.065496], [-1.813670, -0.662172, 0.568147], [-1.964415, -1.886645, -0.313627], [-0.584968, -2.136159, -0.889057], [-0.269857, -2.992845, -1.666811], [0.273415, -1.185654, -0.354155], [1.653746, -1.112695, -0.672538], [2.416025, -2.269235, -0.734876], [3.763654, -2.201423, -1.046064], [4.344922, -0.967041, -1.282785], [5.693825, -0.769825, -1.596100], [6.539217, -1.800241, -1.663908], [6.626489, -2.501428, -0.504563], [6.196181, -2.718198, -2.603153], [3.584251, 0.194428, -1.218951], [2.239961, 0.123840, -0.920285], [-0.342873, -0.309644, 0.527643], [0.206662, 0.566154, 1.136678], [-4.240073, 3.449880, -1.637492], [-5.114171, 4.025845, 2.725318], [-4.652976, 2.684821, 4.804542], [-3.407506, 0.521954, 4.533383], [-2.160948, -0.772609, 1.599215], [-2.672045, -1.734807, -1.130066], [-2.287172, -2.768992, 0.241116], [1.961621, -3.228966, -0.551262], [4.332437, -3.115703, -1.092360], [7.542439, -1.417538, -1.909556], [4.062907, 1.140751, -1.409893], [1.649149, 1.023680, -0.869527]],
  "forces_ev_per_angstrom": [[0.02, -0.07, 0.05], [-0.30, 0.63, -0.12], [0.00, -0.06, -0.29], [0.11, -0.25, 0.29], [0.09, -0.14, -0.16], [0.00, 0.00, -0.09], [-0.18, 0.26, 0.20], [0.06, -0.11, -0.03], [-0.11, 0.18, 0.18], [0.56, -0.95, -0.34], [-0.50, 0.64, 0.02], [-0.13, -0.07, -0.12], [-0.40, -0.04, 0.02], [0.02, -0.15, -0.12], [0.39, 0.02, -0.10], [0.37, 0.01, -0.08], [-0.08, 0.21, 0.03], [0.13, -0.08, -0.01], [-0.06, 0.10, 0.01], [-0.82, 0.40, 0.12], [1.37, -0.45, -0.22], [-0.12, 0.08, 0.31], [-0.24, 0.02, -0.25], [0.28, -0.22, -0.06], [-0.07, -0.17, -0.01], [-0.23, 0.02, 0.33], [0.03, 0.06, 0.04], [-0.08, 0.10, 0.28], [-0.03, 0.06, 0.01], [-0.03, 0.02, 0.09], [-0.04, 0.03, 0.14], [0.25, -0.12, -0.16], [0.06, -0.09, -0.01], [0.04, 0.02, -0.04], [-0.04, -0.06, 0.01], [0.05, 0.01, -0.01], [-0.42, -0.05, 0.09], [0.05, 0.13, -0.02], [-0.04, 0.07, 0.02]]
}



# 4
{
  "formula": "C17H12F2N3O4Pd",
  "method": "wB97M-V/def2-TZVPD",
  "homo_lumo_gap_ha": 0.249,
  "charge": -1,
  "symbols": ["Pd", "O", "C", "O", "C", "O", "O", "F", "C", "C", "C", "C", "C", "F", "C", "C", "C", "C", "C", "C", "N", "H", "H", "H", "H", "H", "H", "C", "N", "C", "C", "N", "C", "H", "H", "H", "H", "H", "H"],
  "positions_angstrom": [[0.358198, 0.041045, 0.545836], [3.360179, -2.723255, 0.368658], [2.372155, -2.048869, 0.129541], [1.974493, -1.092041, 0.928843], [1.530917, -2.292241, -1.169524], [1.416561, -3.473003, -1.545146], [1.013574, -1.268512, -1.689974], [4.838210, 2.926296, 0.284010], [3.489301, 2.874056, 0.224166], [2.849854, 1.669228, 0.406320], [1.460955, 1.640449, 0.344876], [0.741674, 2.830604, 0.099906], [1.453989, 4.010471, -0.077961], [0.799447, 5.179339, -0.316796], [2.826308, 4.066843, -0.022320], [-0.712907, 2.682000, 0.072983], [-1.659556, 3.688491, -0.121559], [-3.004442, 3.373973, -0.094936], [-3.397358, 2.062634, 0.122265], [-2.414010, 1.109735, 0.303130], [-1.114828, 1.406180, 0.280083], [3.409384, 0.762722, 0.596534], [3.356979, 4.996821, -0.161680], [-1.331508, 4.700707, -0.289182], [-3.743811, 4.151464, -0.241147], [-4.438927, 1.775891, 0.152292], [-2.648627, 0.068334, 0.477599], [-1.333639, -4.652411, -1.239560], [-1.232730, -3.684615, -0.164729], [-0.864271, -3.950979, 1.134590], [-0.672882, -2.745509, 1.729236], [-0.915035, -1.743858, 0.818153], [-1.232102, -2.354078, -0.310644], [-1.931218, -5.503176, -0.912170], [-0.327471, -4.950500, -1.531619], [-1.817222, -4.178124, -2.090403], [-0.726265, -4.955956, 1.491167], [-0.345884, -2.527072, 2.730618], [-1.387477, -1.873097, -1.261463]],
  "forces_ev_per_angstrom": [[0.05, -0.06, 0.05], [-0.04, 0.04, -0.02], [0.10, 0.05, 0.07], [0.03, -0.05, 0.04], [-0.12, 0.04, -0.10], [-0.05, -0.02, 0.02], [0.03, -0.07, 0.03], [0.04, 0.00, 0.01], [-0.02, -0.01, -0.01], [0.01, 0.04, 0.00], [0.05, -0.05, 0.02], [-0.03, -0.01, 0.01], [0.01, 0.00, 0.00], [-0.01, 0.02, -0.01], [-0.01, 0.02, 0.01], [0.07, 0.00, 0.00], [-0.01, 0.01, -0.02], [0.01, 0.02, 0.00], [-0.01, -0.03, -0.01], [-0.02, 0.02, -0.03], [-0.19, 0.05, 0.08], [-0.02, -0.02, 0.00], [0.01, 0.00, -0.01], [-0.01, 0.00, 0.00], [0.00, 0.00, 0.00], [0.00, 0.00, 0.00], [0.02, 0.00, 0.02], [0.06, -0.02, 0.00], [-0.08, -0.02, 0.09], [0.01, -0.01, -0.04], [0.00, 0.06, 0.04], [0.15, 0.05, -0.26], [-0.08, -0.09, 0.06], [0.00, 0.01, 0.00], [0.00, 0.03, -0.03], [0.01, 0.00, 0.00], [-0.03, 0.00, 0.00], [0.02, 0.00, -0.01], [0.05, 0.03, -0.02]]
}



# 5
{
  "formula": "C17H12F3N3O2",
  "method": "wB97M-V/def2-TZVPD",
  "smiles": "O=c1[nH][nH]c(-c2ccccc2)c1/C=N\\c1ccc(OC(F)(F)F)cc1",
  "homo_lumo_gap_ha": 0.284,
  "e_above_lowest_ev": 0.0000,
  "charge": 0,
  "symbols": ["O", "C", "N", "N", "C", "C", "C", "C", "C", "C", "C", "C", "C", "N", "C", "C", "C", "C", "O", "C", "F", "F", "F", "C", "C", "H", "H", "H", "H", "H", "H", "H", "H", "H", "H", "H", "H"],
  "positions_angstrom": [[-0.851522, 0.612823, 2.088294], [-1.134575, 0.952589, 0.962345], [-1.581585, 2.226778, 0.632440], [-2.022382, 2.265410, -0.679100], [-1.657734, 1.085037, -1.265986], [-1.845561, 0.877185, -2.692947], [-0.970440, 0.065951, -3.415192], [-1.161427, -0.129318, -4.770378], [-2.220239, 0.481421, -5.421975], [-3.089230, 1.295793, -4.713285], [-2.903972, 1.497212, -3.359218], [-1.146384, 0.232091, -0.311942], [-0.823523, -1.166783, -0.493159], [-0.040673, -1.891975, 0.187231], [0.828844, -1.453886, 1.157054], [1.791254, -0.475269, 0.889431], [2.730700, -0.141229, 1.839520], [2.712438, -0.771628, 3.074003], [3.712492, -0.335621, 3.977965], [3.857105, -0.919085, 5.140980], [4.894775, -0.369188, 5.773366], [2.805480, -0.800007, 5.973648], [4.111452, -2.241940, 5.080352], [1.775480, -1.748897, 3.359347], [0.851595, -2.097454, 2.393633], [-1.944767, 2.883161, 1.306138], [-1.967734, 3.148106, -1.170419], [-0.131007, -0.390993, -2.914054], [-0.478701, -0.758854, -5.320681], [-2.367797, 0.325164, -6.479740], [-3.916497, 1.772227, -5.217725], [-3.595465, 2.114188, -2.804163], [-1.354004, -1.669971, -1.299138], [1.799719, 0.010817, -0.075630], [3.476664, 0.613359, 1.649259], [1.747464, -2.246510, 4.315511], [0.109756, -2.850704, 2.604217]],
  "forces_ev_per_angstrom": [[-0.11, -0.09, 0.26], [-0.03, 0.26, -0.08], [0.23, 0.32, -0.07], [-0.31, -0.04, -0.14], [0.15, -0.23, 0.84], [-0.09, 0.05, -0.43], [-0.04, 0.10, 0.13], [0.01, -0.05, -0.06], [-0.01, 0.00, 0.00], [-0.03, 0.05, -0.08], [0.07, -0.06, 0.11], [-0.07, 0.66, -0.26], [0.04, -0.21, 0.03], [-0.61, -0.72, -0.75], [0.85, 0.36, 0.70], [-0.27, -0.27, -0.02], [0.13, -0.02, 0.45], [0.11, 0.12, -0.06], [-0.48, 0.27, -1.15], [0.43, -0.73, 1.63], [0.17, 0.27, -0.16], [-0.34, 0.20, -0.20], [-0.03, -0.12, -0.38], [0.06, 0.05, 0.17], [0.02, 0.23, -0.27], [-0.13, -0.18, -0.07], [0.24, -0.17, 0.07], [0.09, -0.04, 0.02], [0.06, -0.05, -0.04], [-0.01, -0.02, -0.09], [-0.07, 0.03, -0.04], [-0.08, 0.04, 0.05], [-0.08, -0.03, -0.05], [0.02, 0.03, -0.08], [0.11, 0.08, -0.04], [0.03, 0.00, 0.04], [-0.05, -0.13, -0.01]]
}



# 6
{
  "formula": "C17H12LiN2O2S2",
  "method": "wB97M-V/def2-TZVPD",
  "homo_lumo_gap_ha": 0.203,
  "charge": -1,
  "symbols": ["Li", "O", "C", "O", "C", "C", "C", "C", "C", "C", "S", "H", "H", "H", "H", "S", "C", "C", "C", "N", "C", "C", "C", "C", "C", "N", "C", "C", "H", "H", "H", "H", "H", "H", "H", "H"],
  "positions_angstrom": [[1.395202, -1.630354, -2.867813], [3.036596, 0.839212, -2.207302], [2.177365, 0.559073, -3.061277], [2.225626, -0.427359, -3.864282], [0.941886, 1.438962, -3.148941], [1.160698, 2.806876, -3.278947], [0.114343, 3.708371, -3.389912], [-1.186019, 3.219102, -3.335284], [-1.412265, 1.864802, -3.171545], [-0.371430, 0.926540, -3.073557], [-0.814016, -0.772098, -2.801896], [2.186422, 3.156914, -3.287944], [0.305796, 4.768290, -3.507799], [-2.030129, 3.896126, -3.412161], [-2.427731, 1.491413, -3.109043], [0.830713, -1.954365, 3.754141], [1.100564, -2.024656, 1.992333], [1.812194, -1.027613, 1.347333], [1.994289, -1.107648, -0.026698], [1.510899, -2.118802, -0.750897], [0.835018, -3.076968, -0.123901], [0.606239, -3.082286, 1.241258], [-0.702366, -1.040626, 3.759698], [-1.922336, -1.699374, 3.792733], [-3.086168, -0.945437, 3.816576], [-3.106391, 0.384435, 3.811375], [-1.930198, 1.005308, 3.769306], [-0.710018, 0.345943, 3.747648], [2.215290, -0.187161, 1.895488], [2.527304, -0.334660, -0.574946], [0.435375, -3.872001, -0.743170], [0.045980, -3.882310, 1.704924], [-1.966477, -2.780013, 3.798609], [-4.050202, -1.441542, 3.840141], [-1.957117, 2.088892, 3.751906], [0.215047, 0.905027, 3.713845]],
  "forces_ev_per_angstrom": [[-0.47, -0.23, 0.15], [0.03, 0.10, 0.01], [-0.08, 0.07, -0.10], [0.28, 0.08, 0.09], [0.04, -0.07, 0.04], [-0.02, 0.04, -0.02], [-0.04, -0.03, 0.01], [0.04, 0.02, 0.00], [-0.10, -0.05, 0.00], [-0.02, -0.12, -0.04], [0.14, 0.23, -0.01], [0.01, -0.01, 0.00], [0.01, 0.00, 0.00], [0.00, 0.00, 0.00], [0.01, 0.00, 0.00], [-0.01, -0.03, 0.08], [0.02, 0.01, -0.11], [0.01, 0.05, 0.02], [0.00, -0.05, 0.01], [0.22, -0.04, -0.16], [-0.07, -0.01, 0.01], [0.00, 0.03, 0.02], [-0.07, 0.04, -0.01], [0.01, -0.05, 0.02], [0.00, 0.00, 0.00], [0.02, -0.01, 0.00], [0.00, -0.01, 0.00], [0.04, 0.02, -0.01], [0.00, -0.01, 0.01], [0.01, 0.01, 0.01], [0.02, 0.00, -0.01], [0.00, 0.00, 0.00], [0.01, 0.00, 0.00], [-0.01, 0.01, 0.00], [-0.02, 0.00, 0.00], [0.00, -0.01, 0.00]]
}



Going through the records in order, we get M values of 482.47; 543.72; 394.35; 466.72; 347.30; 347.37 g mol⁻¹.